Model A:
15
Properties=species:S:1:pos:R:3:lowdin_charge:R:1 method="wB97M-V/def2-TZVPD" e_lumo_ev=0.77 e_homo_ev=-8.3 gap_ha=0.332 total_charge=0
C 0.695 2.467 -0.567 -0.4687
S 0.597 1.907 1.159 0.4227
S -1.260 1.029 1.111 0.4750
C -1.068 -0.365 -0.037 -0.5494
C 0.232 -1.225 -0.021 -0.3511
N 0.010 -2.468 0.656 -0.0202
H 1.547 3.142 -0.659 0.0290
H 0.818 1.642 -1.265 0.0258
H -0.221 3.021 -0.763 0.0243
H -1.207 -0.092 -1.085 0.0625
H -1.840 -1.082 0.236 0.0588
H 1.095 -0.647 0.343 0.0647
H 0.465 -1.472 -1.061 0.1070
H 0.611 -3.235 0.444 0.0578
H -0.473 -2.623 1.509 0.0619

Model B:
15
Properties=species:S:1:pos:R:3:lowdin_charge:R:1 method="wB97M-V/def2-TZVPD" e_lumo_ev=0.59 e_homo_ev=-8.3 gap_ha=0.325 total_charge=0
C -0.008 -0.981 -2.669 -0.0366
C -0.671 -1.115 -1.516 -0.3154
N -1.909 -0.514 -1.231 0.0330
H -0.517 -0.958 -3.625 0.0434
H 1.069 -1.027 -2.700 0.0327
H -0.316 -1.675 -0.654 0.1003
H -2.320 -0.107 -2.065 0.0794
H -2.525 -1.216 -0.832 0.0797
C 1.749 0.799 2.517 -0.5299
S 0.084 0.796 3.175 0.3494
S -0.868 2.024 1.755 0.2912
H 2.090 1.829 2.396 0.0304
H 1.802 0.320 1.538 0.0219
H 2.438 0.260 3.156 0.0295
H -0.099 1.565 0.754 -0.2091

Model C:
15
Properties=species:S:1:pos:R:3:lowdin_charge:R:1 method="wB97M-V/def2-TZVPD" e_lumo_ev=0.31 e_homo_ev=-8.4 gap_ha=0.322 total_charge=0
C 2.987 -1.004 0.050 -0.0229
C 1.677 -0.757 0.168 -0.3238
N 0.743 -1.496 1.030 -0.0300
H 3.230 -1.807 0.723 0.0378
H 3.690 -0.574 -0.578 0.0200
H 1.089 -0.169 -0.664 0.0804
H 1.430 -2.005 1.638 0.0693
H 0.310 -0.632 1.575 0.0504
C -2.202 1.756 -1.483 -0.4686
S -1.686 0.179 -0.683 0.3764
S -1.929 0.836 1.311 0.3032
H -2.486 2.538 -0.834 -0.0098
H -3.078 1.331 -1.960 -0.0009
H -1.295 2.081 -2.192 0.0846
H -2.478 -0.278 1.898 -0.1663

model A is favored, and the nearest alternative lies 98.0 kJ/mol above it.

Model A:
13
Properties=species:S:1:pos:R:3:lowdin_charge:R:1 method="wB97M-V/def2-TZVPD" e_lumo_ev=0.63 e_homo_ev=-8.1 gap_ha=0.321 total_charge=0
O 1.225 2.645 0.778 -0.0109
C -0.118 2.311 0.769 -0.1994
C -0.818 1.794 -0.242 0.0232
C -0.645 0.601 -0.688 -0.1732
C -1.081 -0.742 -0.855 -0.1486
C 0.336 -1.319 -0.750 -0.0808
C -0.260 -0.489 0.355 -0.1418
H 1.794 1.882 0.369 0.1619
H -0.656 2.786 1.522 0.0900
H -2.016 -1.236 -1.003 0.1292
H 0.511 -2.355 -0.490 0.0982
H 1.073 -0.776 -1.320 0.0888
H -0.562 -0.828 1.398 0.1634

Model B:
13
Properties=species:S:1:pos:R:3:lowdin_charge:R:1 method="wB97M-V/def2-TZVPD" e_lumo_ev=-0.68 e_homo_ev=-9.3 gap_ha=0.318 total_charge=0
O -1.644 0.676 1.750 0.0026
C -0.752 0.820 0.695 -0.3318
C 0.697 0.258 0.812 -0.0532
C 0.533 -0.326 -0.585 -0.2740
C 1.253 -0.827 -1.582 0.0724
C -0.939 -0.046 -0.564 -0.3153
C -1.853 -0.578 -1.323 0.2618
H -1.845 -0.263 1.853 0.1071
H -0.745 1.879 0.420 0.1559
H 0.753 -0.514 1.589 0.1253
H 1.484 0.997 0.986 0.1165
H 2.330 -0.954 -1.567 0.0641
H 0.728 -1.124 -2.483 0.0687

model B is favored, and the nearest alternative lies 130.9 kJ/mol above it.

Model A:
26
Properties=species:S:1:pos:R:3:lowdin_charge:R:1 method="wB97M-V/def2-TZVPD" e_lumo_ev=-3.13 e_homo_ev=-14.6 gap_ha=0.420 total_charge=+1
N -32.097 13.435 42.073 0.2807
H -32.265 13.153 43.157 0.1449
H -31.768 12.612 41.538 0.1298
H -31.298 14.031 42.174 0.0824
H -32.884 13.855 41.751 0.0520
O -32.989 12.564 39.189 -0.0734
H -33.164 13.519 39.078 0.0461
H -32.221 12.302 38.653 0.0457
O -35.698 14.127 41.298 -0.0345
H -35.556 14.957 41.708 0.0120
H -35.842 14.237 40.351 0.0526
O -30.086 11.495 43.645 -0.0959
H -29.110 11.360 43.367 0.0988
H -30.113 11.438 44.609 0.0359
O -31.625 16.568 42.247 -0.1157
H -30.757 16.984 42.200 0.0305
H -31.664 16.389 43.309 0.1088
O -33.639 13.299 44.268 0.0290
H -33.897 14.178 44.444 0.0577
H -34.487 13.135 44.041 0.0139
O -30.732 14.617 44.987 -0.1120
H -29.916 15.130 45.252 0.0837
H -31.094 13.882 45.569 0.0750
O -30.597 14.182 39.602 -0.0013
H -30.063 13.317 39.712 0.1169
H -30.094 14.862 39.730 -0.0634

Model B:
26
Properties=species:S:1:pos:R:3:lowdin_charge:R:1 method="wB97M-V/def2-TZVPD" e_lumo_ev=-2.90 e_homo_ev=-14.5 gap_ha=0.426 total_charge=+1
N 23.838 25.894 4.762 0.2841
H 24.212 25.567 5.642 0.0686
H 22.854 25.677 4.685 0.0364
H 24.304 25.407 4.010 0.0478
H 23.888 26.897 4.653 0.0953
O 25.060 24.972 2.574 -0.0315
H 25.544 24.219 2.914 0.0162
H 24.721 24.677 1.729 0.0719
O 25.947 22.975 4.451 -0.0293
H 26.789 22.712 4.823 0.0623
H 25.380 22.215 4.581 0.0574
O 21.811 28.576 5.433 -0.0437
H 21.805 29.339 4.855 0.0381
H 20.893 28.309 5.487 0.0350
O 24.838 24.499 6.885 -0.0351
H 24.623 23.566 6.878 0.0539
H 25.775 24.527 7.081 0.0644
O 21.674 24.729 7.353 -0.0415
H 20.985 25.031 7.945 0.0444
H 21.206 24.272 6.654 0.0168
O 21.389 25.469 4.069 -0.0194
H 20.694 25.767 3.482 0.0816
H 21.255 24.523 4.136 0.0680
O 25.541 28.103 3.810 -0.0370
H 26.493 28.190 3.872 0.0500
H 25.209 28.985 3.977 0.0452

Model C:
26
Properties=species:S:1:pos:R:3:lowdin_charge:R:1 method="wB97M-V/def2-TZVPD" e_lumo_ev=-2.99 e_homo_ev=-14.3 gap_ha=0.416 total_charge=+1
N -0.840 -0.369 0.239 0.3617
H -0.598 -0.872 1.114 0.1330
H -1.528 -0.888 -0.274 0.1310
H -0.012 -0.240 -0.257 0.0579
H -1.204 0.467 0.584 0.0798
O 0.049 1.144 2.814 -0.0222
H -0.282 1.769 3.437 0.0363
H 0.925 0.923 3.086 0.0272
O 2.142 -1.847 -0.836 0.0312
H 2.273 -2.672 -0.494 0.0135
H 1.430 -1.947 -1.399 0.0129
O 1.398 -1.710 1.949 -0.0471
H 1.704 -2.545 1.543 0.0633
H 1.885 -1.658 2.772 0.0661
O -3.107 1.969 0.142 -0.0383
H -3.645 2.239 -0.580 0.0216
H -3.213 2.714 0.757 0.0663
O 2.568 0.582 0.365 -0.0645
H 2.925 0.747 -0.502 0.0184
H 2.141 -0.303 0.418 -0.0202
O -2.700 -0.070 -2.395 0.0003
H -1.927 0.413 -2.639 0.0139
H -3.290 0.557 -2.054 -0.0019
O 0.760 0.240 -2.454 -0.0222
H 0.553 0.789 -3.203 0.0544
H 1.594 0.568 -2.131 0.0275

model B is favored, and the nearest alternative lies 81.0 kJ/mol above it.

Model A:
15
Properties=species:S:1:pos:R:3:lowdin_charge:R:1 method="wB97M-V/def2-TZVPD" e_lumo_ev=-0.35 e_homo_ev=-8.8 gap_ha=0.309 total_charge=0
C 0.972 -1.845 1.482 -0.0610
O 0.194 -0.816 2.040 -0.1300
C -0.442 0.119 1.346 -0.7259
S -1.296 1.205 2.248 0.7414
C -0.299 0.401 -0.055 -0.3781
N 0.402 -0.247 -0.926 0.1115
C 0.184 0.296 -2.113 -0.1382
C -0.572 1.419 -1.983 -0.0625
N -0.929 1.479 -0.670 0.0928
H 0.652 -2.729 1.909 0.0552
H 2.079 -1.667 1.908 0.1505
H 0.841 -1.955 0.416 0.0683
H 0.538 0.011 -3.030 0.0788
H -1.030 2.205 -2.570 0.1200
H -1.293 2.125 -0.002 0.0772

Model B:
15
Properties=species:S:1:pos:R:3:lowdin_charge:R:1 method="wB97M-V/def2-TZVPD" e_lumo_ev=-0.27 e_homo_ev=-10.1 gap_ha=0.363 total_charge=0
C -1.225 -1.391 0.837 0.0926
C -1.425 -0.324 0.045 -0.2911
C -2.612 0.465 0.111 -0.2003
N -3.597 1.065 0.127 0.1631
C -0.318 0.092 -0.956 -0.1382
N 0.663 1.009 -0.362 0.0026
C 1.930 0.895 0.113 -0.9187
O 2.452 1.831 0.630 0.0153
S 2.681 -0.695 -0.006 0.8451
H -0.304 -1.936 0.709 0.0544
H -2.060 -2.046 1.197 0.1031
H 0.347 -0.940 -1.053 0.1239
H -0.658 0.295 -1.976 0.1224
H 0.408 1.955 -0.093 0.1486
H 3.718 -0.276 0.677 -0.1229

Model C:
15
Properties=species:S:1:pos:R:3:lowdin_charge:R:1 method="wB97M-V/def2-TZVPD" e_lumo_ev=0.68 e_homo_ev=-7.7 gap_ha=0.308 total_charge=0
O -0.914 2.396 -1.316 0.0313
C -0.308 1.242 -1.019 -0.3848
N 0.312 1.228 0.266 0.0525
C 0.544 -0.113 0.655 -0.3310
C 1.244 -0.666 1.685 -0.3274
S 0.836 -2.368 1.740 0.9058
C -0.351 -2.283 0.385 -0.2930
C -0.388 -0.988 -0.028 -0.4160
N -1.202 -0.228 -0.860 0.0922
H -1.280 2.908 -0.540 0.1447
H 0.459 1.016 -1.826 0.1616
H 1.011 1.975 0.461 0.1621
H 1.947 -0.342 2.313 0.0141
H -0.792 -3.124 -0.065 0.0486
H -1.117 -0.654 -1.850 0.1392

model A is favored, and the nearest alternative lies 17.1 kJ/mol above it.

Model A:
11
Properties=species:S:1:pos:R:3:lowdin_charge:R:1 method="wB97M-V/def2-TZVPD" e_lumo_ev="-6.59 / -7.57" e_homo_ev="-14.0 / -14.0" gap_ha="0.273 / 0.238" total_charge=+1
C 0.680 -0.829 0.530 -0.0063
C -0.076 0.197 -0.423 -0.4159
N -0.924 1.104 0.045 -0.3344
S -1.570 1.551 1.454 0.7253
Cl -1.347 0.214 2.995 0.2385
N 0.153 0.151 -1.790 -0.3872
S -0.234 1.282 -3.011 0.7898
H -0.098 -1.375 1.101 0.0605
H 1.309 -0.206 1.299 0.1343
H 1.231 -1.527 -0.024 0.0516
H 0.875 -0.561 -2.175 0.1439

Model B:
11
Properties=species:S:1:pos:R:3:lowdin_charge:R:1 method="wB97M-V/def2-TZVPD" e_lumo_ev="-7.21 / -6.74" e_homo_ev="-14.1 / -13.9" gap_ha="0.253 / 0.263" total_charge=+1
C -0.527 -1.112 0.932 0.0002
C -0.250 -0.021 -0.034 -0.4495
N 0.478 -0.238 -1.090 -0.3531
S 1.228 0.649 -2.108 0.5729
Cl 2.982 -0.173 -2.124 0.3461
N -0.770 1.266 0.256 -0.3898
S -0.571 2.519 -0.750 0.8263
H 0.513 -1.552 1.304 0.1581
H -1.169 -1.945 0.574 0.1190
H -1.049 -0.869 1.789 0.0516
H -0.866 1.476 1.251 0.1183

model B is favored, and the nearest alternative lies 25.1 kJ/mol above it.

Model A:
7
Properties=species:S:1:pos:R:3:lowdin_charge:R:1 method="wB97M-V/def2-TZVPD" e_lumo_ev="-1.01 / -0.74" e_homo_ev="-7.9 / -9.1" gap_ha="0.254 / 0.307" total_charge=0
C -1.963 0.381 0.357 -0.9826
O 2.653 -0.677 0.589 -0.4001
O 2.093 0.271 -0.416 -0.3991
P 2.034 -1.349 -0.676 0.7538
Cl -0.627 -0.769 0.246 0.4800
Cl -2.539 0.993 -1.103 0.5733
H -1.651 1.151 1.002 -0.0252

Model B:
7
Properties=species:S:1:pos:R:3:lowdin_charge:R:1 method="wB97M-V/def2-TZVPD" e_lumo_ev="-1.91 / -1.91" e_homo_ev="-9.7 / -9.7" gap_ha="0.285 / 0.285" total_charge=0
C 0.881 -0.354 -0.555 -1.3013
O -1.608 -1.027 -1.338 -0.5301
O -1.867 -0.768 -0.006 -0.2340
P -0.251 -0.970 -2.003 1.0029
Cl 1.050 1.378 -1.220 0.4558
Cl 2.428 -0.885 -0.081 0.5746
H 0.140 -0.536 0.284 0.0322

Model C:
7
Properties=species:S:1:pos:R:3:lowdin_charge:R:1 method="wB97M-V/def2-TZVPD" e_lumo_ev=-0.95 e_homo_ev=-10.7 gap_ha=0.360 total_charge=0
Cl -1.026 0.371 -1.931 0.2894
C -0.508 0.503 0.058 -1.1066
Cl -0.621 2.208 0.440 0.5114
P 1.266 -0.046 0.109 0.8462
O 1.176 -1.601 -0.362 -0.3058
O 1.051 -1.368 1.004 -0.3255
H -1.338 -0.067 0.682 0.0909

model C is favored, and the nearest alternative lies 146.9 kJ/mol above it.

Model A:
12
Properties=species:S:1:pos:R:3:lowdin_charge:R:1 method="wB97M-V/def2-TZVPD" e_lumo_ev=0.65 e_homo_ev=-9.1 gap_ha=0.359 total_charge=0
C -0.579 -0.864 0.789 -0.2092
C -1.442 0.242 0.311 0.1250
C -0.486 0.356 1.644 -0.1869
C 0.452 0.981 0.747 0.0820
C 0.132 -0.024 -0.226 -0.3955
C 0.568 -0.282 -1.624 -0.0311
H -0.713 -1.903 0.974 0.1355
H -0.822 0.569 2.637 0.1153
H 0.857 1.974 0.686 0.1214
H -0.160 -0.913 -2.128 0.0844
H 1.533 -0.790 -1.637 0.0787
H 0.659 0.653 -2.172 0.0804

Model B:
12
Properties=species:S:1:pos:R:3:lowdin_charge:R:1 method="wB97M-V/def2-TZVPD" e_lumo_ev=0.98 e_homo_ev=-9.6 gap_ha=0.388 total_charge=0
C -1.200 -1.212 2.734 0.1059
C -1.139 -1.179 1.533 -0.1451
C -1.124 -1.110 0.064 -0.2203
C -0.154 -0.138 -0.463 -0.0429
C 0.642 0.652 -0.900 -0.0824
C 1.624 1.601 -1.428 -0.1087
H -1.265 -1.225 3.799 0.0237
H -0.913 -2.102 -0.354 0.1198
H -2.133 -0.843 -0.276 0.1203
H 1.392 2.624 -1.117 0.0765
H 2.629 1.357 -1.069 0.0770
H 1.641 1.575 -2.523 0.0763

model B is favored, and the nearest alternative lies 194.1 kJ/mol above it.

Model A:
14
Properties=species:S:1:pos:R:3:lowdin_charge:R:1 method="wB97M-V/def2-TZVPD" e_lumo_ev=1.05 e_homo_ev=-9.8 gap_ha=0.399 total_charge=0
C 0.456 2.010 -1.620 -0.0767
N 1.305 1.121 -1.950 -0.0960
C 0.781 -0.185 -2.311 -0.1742
H 0.893 3.009 -1.602 0.0631
H -0.599 1.784 -1.414 0.0746
H -0.087 -0.582 -1.759 0.0686
H 1.644 -0.803 -2.020 0.0681
H 0.598 -0.373 -3.365 0.0722
C -0.858 -0.757 3.324 -0.0761
C -0.669 -1.274 2.105 -0.0833
H -1.499 -1.346 3.971 0.0409
H -0.684 0.277 3.564 0.0422
H -1.251 -2.092 1.710 0.0412
H -0.030 -0.788 1.367 0.0355

Model B:
14
Properties=species:S:1:pos:R:3:lowdin_charge:R:1 method="wB97M-V/def2-TZVPD" e_lumo_ev=1.10 e_homo_ev=-9.6 gap_ha=0.392 total_charge=0
C 2.566 -0.665 2.297 -0.1345
N 2.266 0.107 1.353 -0.1112
C 2.011 1.527 1.654 -0.1481
H 2.936 -1.818 1.955 0.1168
H 3.096 -0.317 3.230 0.0713
H 2.721 1.925 2.328 0.0499
H 1.043 1.725 2.124 0.0709
H 1.847 2.018 0.653 0.0850
C -3.500 -0.563 -2.034 -0.0828
C -3.307 -0.601 -3.375 -0.0879
H -3.558 0.310 -1.359 0.0482
H -3.946 -1.480 -1.604 0.0464
H -3.233 0.216 -4.095 0.0395
H -3.393 -1.516 -3.955 0.0366

Model C:
14
Properties=species:S:1:pos:R:3:lowdin_charge:R:1 method="wB97M-V/def2-TZVPD" e_lumo_ev=1.13 e_homo_ev=-7.4 gap_ha=0.313 total_charge=0
C 0.900 0.735 1.312 -0.0662
C -0.023 -0.426 1.011 -0.2872
C -1.333 -0.216 0.354 -0.0723
N -0.342 -0.700 -0.387 -0.2128
C 0.224 -1.072 -1.489 0.0083
H 0.653 1.173 2.285 0.0756
H 1.948 0.414 1.341 0.0712
H 0.784 1.512 0.551 0.0666
H 0.194 -1.341 1.576 0.1295
H -1.016 1.478 -1.271 0.0237
H -2.334 -0.608 0.466 0.0881
H -0.387 -1.227 -2.370 0.0650
H -0.566 1.482 -1.875 0.0428
H 1.298 -1.202 -1.505 0.0677

model A is favored, and the nearest alternative lies 63.1 kJ/mol above it.